(1)
ORCA calculation (ωB97M-V/def2-TZVPD) on a structure of composition C4H15HgN2O.

Geometry as XYZ:
```
23
Properties=species:S:1:pos:R:3:forces:R:3
H -0.34300 -1.84130 -1.75310 -0.65 0.07 -0.50
C 0.96130 1.74960 4.74230 -0.59 0.01 0.49
H 0.53100 0.80710 5.14480 0.17 0.62 -0.11
H -1.98090 -1.25310 -1.29000 0.42 0.25 0.17
H 3.47860 2.12300 4.12830 -0.57 -0.24 -0.46
H -0.98360 -0.71490 0.97320 -1.82 -2.47 3.56
H 2.43250 0.64810 -1.39230 -0.29 0.10 -0.10
H 0.15130 2.50420 4.64550 0.42 -0.44 0.23
C -0.95850 -0.94140 -1.54790 -0.21 -2.23 -3.25
H -0.99170 -0.29840 -2.44570 -0.11 -0.34 -0.03
O 1.21830 0.77770 1.33080 4.22 2.43 4.13
H 1.17580 0.62610 -2.45060 -0.04 0.02 0.64
C 0.76950 1.01570 2.44440 1.69 0.41 0.18
H 3.10470 2.49320 2.40770 0.05 -0.51 0.37
H 3.47350 0.79440 2.91920 -0.22 0.62 0.02
C 2.97430 1.74210 3.21510 0.45 -0.09 -0.38
H 1.70330 2.12940 5.47490 -0.36 -0.26 -0.64
H -1.20560 0.93600 0.02870 -3.64 4.29 0.11
Hg 0.00000 0.00000 0.00000 -0.33 -3.10 -2.94
N 1.44020 0.90500 -1.49500 2.34 1.41 -1.90
H -0.28090 0.81840 2.63630 -0.49 -0.10 0.35
N 1.55940 1.50020 3.44170 -0.38 0.02 0.04
H 1.41470 1.93400 -1.48970 -0.05 -0.46 0.02
```
Forces are in eV/Å.

The largest force on an atom comes out at 6.38 eV Å⁻¹. For the total energy, the calculation gives -499.2500 Eh. As for the HOMO-LUMO gap: 2.968 eV. Its energy above the lowest of the compared OMol25 structures with the same formula, charge and spin is 88.2 kcal/mol. As for the net charge: -1.

(2)
ORCA calculation (ωB97M-V/def2-TZVPD) on a structure of composition C35H25BaBrF5N6O3Te.

Geometry as XYZ:
```
77
Properties=species:S:1:pos:R:3:forces:R:3
H 2.05118 -2.02242 -2.93308 0.01 0.01 -0.02
H 3.76998 -0.43680 1.94683 0.00 -0.01 0.00
H -2.94003 1.48361 6.00986 0.00 0.00 0.00
N -2.32805 0.09163 3.82392 -0.04 -0.03 0.02
H -5.74144 -0.01748 -3.33545 0.01 0.00 0.00
C -4.53122 -1.26861 -2.09191 0.07 0.02 0.01
C 3.56686 1.25942 -6.33557 0.00 0.00 0.00
H -4.64466 -5.30568 -1.09108 0.00 0.00 0.00
H 6.18456 -2.10727 -1.79305 0.00 0.00 0.00
H -5.35390 -4.56938 0.32202 0.00 0.00 0.00
N 2.34597 -0.28996 -4.97757 0.01 0.02 -0.02
C -4.43348 -2.48389 -1.39998 0.00 -0.01 0.02
N 2.46282 -1.40369 -1.02318 0.06 -0.05 -0.01
F 0.92375 2.29586 0.55415 0.01 -0.05 0.00
H -3.68278 0.62088 -2.67146 0.01 0.00 0.02
H -1.30150 2.64788 7.44365 0.00 0.00 0.00
C 1.93822 2.05190 -4.77496 -0.04 0.01 0.05
C -0.08100 0.67859 4.34899 -0.04 -0.02 0.02
C 0.31029 -0.02009 3.11737 0.03 0.03 -0.05
C 2.99569 -0.67180 1.21530 -0.01 0.01 0.02
C -3.41265 -0.26247 -2.09161 -0.01 -0.02 -0.06
H -7.86971 -0.57809 -4.22345 0.00 0.00 0.00
H -8.85283 -1.28581 -2.94248 0.00 0.00 0.00
C -6.76660 -1.83174 -2.86548 0.01 -0.03 0.02
N 1.54992 0.04365 2.74778 -0.03 0.01 0.03
H 1.38857 2.83171 -4.26823 0.01 0.00 0.00
C 3.24464 -0.01036 -5.88475 -0.04 -0.02 0.02
C -5.51996 -3.37588 -1.45990 0.00 -0.03 0.02
C -0.96007 2.08721 6.58320 -0.04 0.00 0.00
F 0.20936 5.05667 4.31298 -0.01 0.00 -0.01
H 1.11055 2.57525 6.89261 0.00 0.00 0.00
H -3.31847 0.21415 3.95567 0.00 0.00 -0.01
O -1.68338 1.49644 0.57606 -0.06 0.26 0.25
H -8.32202 -2.28340 -4.29238 0.00 0.00 0.00
H 4.31671 1.40655 -7.09831 0.00 0.00 0.00
C -1.59632 3.83646 3.37444 -0.03 0.00 -0.01
H -2.51117 -0.69023 -2.54607 -0.03 -0.01 0.02
H -6.41491 -5.25481 -0.92967 0.00 0.00 0.00
C -1.27287 2.36759 1.42675 0.00 -0.05 -0.14
C 0.83226 1.35016 5.16272 0.00 0.01 0.04
Br 4.18321 -1.50372 -6.63600 0.01 0.01 0.00
C -6.65735 -3.03789 -2.18441 -0.01 0.04 -0.03
F 1.86738 4.01785 2.40658 -0.01 0.00 -0.01
C -5.48982 -4.70322 -0.75303 0.01 0.01 0.00
H 3.09173 3.33022 -6.06127 -0.01 0.00 0.00
O 0.34133 1.38644 -2.59892 -0.02 -0.06 0.16
H -3.18852 0.06521 -1.07192 -0.03 0.02 0.00
Ba -0.37428 -0.41731 -0.57634 0.17 0.05 -0.04
C 4.16712 -2.15096 -2.52914 0.02 0.00 0.00
N -0.65635 -0.68683 2.38731 -0.02 0.03 -0.02
C -1.43639 0.73419 4.67124 0.05 0.00 -0.01
C 1.69135 0.73343 -4.41774 0.01 -0.08 0.01
C -2.08095 2.95246 2.42976 -0.03 -0.08 -0.05
H 4.41152 -2.51481 -3.51746 -0.01 -0.01 -0.01
Te -2.71016 -3.00147 -0.26166 -0.07 0.01 0.05
N 1.76918 -0.49444 1.49520 0.04 -0.03 -0.05
C -0.26621 4.20806 3.38056 0.01 0.02 0.06
C 0.07278 2.81046 1.46658 -0.05 -0.08 0.01
C 2.88110 2.31343 -5.75395 0.03 0.02 -0.03
C 0.66283 0.42180 -3.32780 -0.04 -0.09 -0.23
C -5.68771 -0.96561 -2.80840 -0.01 0.02 0.00
H 5.48402 -1.23355 0.43922 -0.01 0.00 0.00
C -8.01861 -1.47587 -3.62269 0.00 -0.01 0.00
C 2.84085 -1.88199 -2.20565 -0.05 0.01 0.01
C 0.56828 3.68158 2.41020 0.05 0.00 -0.01
C -1.89512 -0.57203 2.73865 0.05 -0.05 -0.06
H -2.65054 -1.05160 2.11812 0.00 0.00 0.02
C -1.88061 1.43530 5.78959 0.01 0.02 0.02
C 4.75599 -1.43106 -0.33698 0.01 0.00 0.00
F -3.38205 2.59375 2.51676 0.00 0.01 -0.02
H 1.87718 1.32117 4.88666 0.00 0.00 0.00
O 0.24342 -0.75479 -3.23552 0.04 0.14 0.04
H -7.48353 -3.74302 -2.21610 -0.01 0.00 0.00
C 0.39921 2.04549 6.27357 0.03 -0.01 -0.04
C 5.14047 -1.91806 -1.57731 0.00 -0.01 -0.01
C 3.40982 -1.18958 -0.09881 -0.02 0.05 0.05
F -2.42402 4.33445 4.31021 -0.01 -0.01 0.00
```
Forces are in eV/Å.

The largest force on an atom comes out at 0.37 eV Å⁻¹. For the total energy, the calculation gives -5270.0980 Eh. As for the HOMO-LUMO gap: 5.540 eV. Its energy above the lowest of the compared OMol25 structures with the same formula, charge and spin is 0.0 kcal/mol. As for the net charge: -1.

(3)
ORCA calculation (ωB97M-V/def2-TZVPD) on a structure of composition C37H64AsN4S2SbSi3Sn.

Geometry as XYZ:
```
113
Properties=species:S:1:pos:R:3:forces:R:3
H 0.31392 -5.92007 -2.13771 -0.02 -0.04 0.00
H -7.09602 0.99889 0.55750 0.00 0.02 0.02
H 1.51474 6.04639 -0.19141 0.00 -0.03 -0.02
H -1.48000 -0.11832 -2.38113 -0.03 0.00 -0.03
H -2.86999 1.62170 -4.49930 0.00 0.03 0.00
H 4.06272 -3.66249 1.89085 -0.04 0.00 0.01
C -3.50826 3.42773 -3.53621 0.01 -0.04 0.01
C 6.39140 0.94391 0.94952 -0.02 -0.05 -0.01
H -1.21515 2.59216 2.68295 -0.01 0.00 -0.02
H 4.40652 1.60728 0.62814 -0.03 -0.02 0.02
H 2.58638 -3.79747 2.82626 0.01 -0.01 -0.02
H -0.30017 -1.88963 -2.85824 -0.02 -0.02 -0.04
H 6.52923 1.99125 1.20119 -0.03 0.00 -0.01
H 0.11961 5.42338 -1.08168 0.00 0.01 -0.02
H 2.22828 3.32252 1.42563 -0.01 0.02 0.01
H 1.46079 -6.31306 1.51826 0.05 -0.03 0.01
C -2.87067 -3.58989 -1.38170 -0.29 -0.05 -0.20
Sb -0.09374 2.69768 -0.20572 0.14 0.19 -0.21
H 0.20888 -5.52945 3.12742 -0.02 -0.02 0.01
C -2.37354 4.01951 -1.50785 -0.03 -0.09 -0.11
Sn 0.11297 -0.41740 0.52676 0.19 0.26 -0.34
H -5.76164 2.12320 2.46281 0.02 0.02 -0.04
H -3.41101 -3.97058 1.49194 -0.01 0.02 0.02
H 1.54262 1.97335 -3.40595 0.02 -0.02 -0.02
C -0.94556 0.71401 -2.85270 -0.06 0.09 0.13
H -6.93908 -0.50357 1.47220 0.03 -0.03 0.02
C -5.03466 1.31298 2.47124 -0.06 -0.03 0.03
H -3.00901 -2.69215 -0.78032 -0.01 0.01 -0.03
H -5.25543 0.66099 3.31678 0.00 -0.02 -0.01
N 4.83642 -1.49653 -0.00601 0.04 0.02 -0.05
H 2.71163 -2.69759 -1.49770 -0.03 -0.03 -0.07
H -6.48983 -1.63945 -0.58300 0.00 -0.02 0.04
C 0.42435 5.99595 -0.20272 -0.01 -0.04 0.11
H -1.40653 -6.22363 -2.37825 0.03 0.00 0.01
H 0.64362 -2.54697 3.79050 -0.01 0.00 0.02
H -2.24430 4.68944 -0.66625 -0.01 -0.01 0.01
C 2.63400 3.47642 0.43183 0.01 0.07 -0.13
C 2.37185 3.37831 -2.00941 0.00 -0.01 0.11
C 4.32046 -0.29916 0.18729 0.00 -0.19 0.16
H -3.56195 -3.29730 3.11340 0.00 -0.01 -0.03
C -1.57509 2.88562 -1.66565 0.06 -0.08 0.04
H -3.32687 -4.42738 -0.84935 -0.01 0.04 0.00
C 2.99823 -3.40788 1.89152 0.07 0.03 0.16
H 6.84625 -1.51863 -0.70096 -0.02 0.01 -0.02
C -4.16923 0.13754 0.45295 -0.19 -0.23 0.16
H -0.75372 -6.19871 -0.74471 -0.06 -0.03 -0.02
S 2.61223 -0.02830 -0.21307 -0.09 0.14 -0.14
H 4.46644 4.30771 1.16883 -0.01 0.02 -0.02
H 7.03653 0.70761 0.10842 -0.01 0.00 -0.02
H -6.49036 -0.10404 -1.45446 0.04 0.03 -0.02
C -0.83100 5.87195 3.37957 0.03 0.02 -0.05
H -0.86499 -3.12781 -3.98842 0.04 0.03 0.01
Si -1.21661 -3.61214 2.55104 0.09 0.26 -0.54
H 0.05776 7.01217 -0.34047 -0.02 -0.02 -0.01
H 2.90448 -2.32041 1.90863 0.05 0.00 0.01
C -3.33830 4.29524 -2.46612 0.01 0.00 0.04
H 3.92177 -3.98716 -1.26333 -0.04 -0.07 -0.01
H 2.99258 -6.38956 0.66120 0.01 0.06 -0.01
As -0.04611 -3.01749 0.41763 -0.09 -0.84 0.04
H 0.71924 -3.28116 -3.23981 0.00 0.02 -0.02
H -4.09233 -0.80571 -1.36826 0.07 0.03 0.02
C 3.89264 4.03324 0.29175 0.06 -0.04 0.03
C -2.72176 2.28591 -3.65547 -0.08 0.00 -0.03
H 4.17940 -2.16367 -0.37547 0.05 0.04 0.03
C -0.67711 -5.72895 -1.72551 0.13 -0.23 0.01
H -0.09783 7.35401 2.01847 -0.01 0.00 0.03
H -1.57591 4.20283 4.51481 0.02 0.02 0.01
H 6.66703 0.35034 1.81607 -0.03 0.00 0.03
C 1.97033 -5.99617 0.61142 -0.25 -0.20 0.05
H -0.77898 0.46182 -3.89984 0.02 -0.04 0.03
H 6.22078 -3.03870 -0.06980 -0.02 0.00 0.00
C 3.64340 3.94154 -2.10931 0.04 0.01 0.04
H 2.10814 3.46716 -4.13296 0.00 0.00 0.00
H 2.38388 -4.35502 -1.99650 0.03 0.00 0.00
C -6.11604 -0.61918 -0.57206 0.02 0.03 0.03
Si -1.09370 -3.94532 -1.72247 0.00 0.56 0.59
C -0.96288 3.63656 2.54248 0.04 0.11 -0.04
H -4.26189 3.63749 -4.28417 0.03 0.01 -0.01
H -3.41278 -3.47898 -2.32730 -0.01 -0.01 0.05
H -3.94674 5.18511 -2.37469 0.00 -0.01 -0.02
H 1.48574 -6.46822 -0.23970 0.04 -0.04 -0.02
C 6.23225 -1.96249 0.07890 0.01 0.07 0.00
C -0.44336 -2.45118 3.75864 0.09 0.09 0.18
C -1.74284 1.98169 -2.71823 0.01 0.10 -0.02
H -1.48463 -5.82008 3.50383 0.01 0.01 -0.02
C -0.43635 4.09199 1.33147 -0.20 -0.48 0.14
H -0.97045 6.58545 4.18110 -0.02 0.00 -0.02
C 2.85373 -3.74512 -1.22193 0.02 0.01 -0.17
H -3.10330 -2.24170 1.76975 -0.01 -0.03 0.03
H -0.81880 -2.66897 4.76400 0.02 0.05 -0.01
C -0.30688 -2.96027 -3.06037 0.07 0.06 -0.26
C 4.39475 4.26364 -0.98663 0.00 -0.03 -0.06
N -5.14129 0.57015 1.22327 0.00 0.12 0.11
C -0.10690 5.43282 1.09353 -0.04 0.03 0.06
H 0.03787 0.79397 -2.37519 0.03 -0.01 -0.06
S -2.48792 0.50269 0.70410 0.36 0.09 -0.04
H -0.93473 -5.95770 1.83614 -0.03 -0.03 0.03
C -0.32512 6.30423 2.16221 -0.01 0.00 0.01
H -4.03582 1.72401 2.57648 0.02 0.00 -0.03
H 4.04369 4.14588 -3.09498 0.01 0.00 0.02
C -0.80754 -5.38898 2.75839 0.04 -0.21 0.14
C 1.88040 3.17652 -0.71149 0.01 -0.09 0.04
C 1.60774 3.05278 -3.26079 0.02 0.03 0.06
H 6.66345 -1.76099 1.05312 -0.03 -0.01 0.04
H -0.70347 -1.41100 3.53741 -0.03 0.01 0.04
C -1.16535 4.53732 3.57174 0.01 0.00 0.04
N -4.63967 -0.60696 -0.54940 -0.10 0.03 -0.11
Si 2.13426 -4.17293 0.43913 0.17 0.50 0.11
H 0.59653 3.46203 -3.23810 -0.02 -0.01 -0.01
H 5.37566 4.70530 -1.11232 -0.03 0.02 0.01
C -2.98343 -3.24537 2.18517 -0.27 0.03 0.08
C -6.46094 0.13164 0.72763 0.03 -0.03 -0.06
N 4.96803 0.76606 0.60923 0.04 0.11 -0.02
```
Forces are in eV/Å.

The largest force on an atom comes out at 0.84 eV Å⁻¹. For the total energy, the calculation gives -6021.2150 Eh. As for the HOMO-LUMO gap: 5.228 eV. Its energy above the lowest of the compared OMol25 structures with the same formula, charge and spin is 105.5 kcal/mol. As for the net charge: +4.

(4)
ORCA calculation (ωB97M-V/def2-TZVPD) on the molecule C2H2F2S2.

Geometry as XYZ:
```
8
Properties=species:S:1:pos:R:3:forces:R:3
H -0.62827 -1.40565 -0.35308 -0.05 -1.01 0.18
C -0.03816 -0.67430 0.16005 -0.04 2.25 -0.47
S -0.71486 0.37006 -2.64389 2.57 0.41 5.81
H 0.09104 0.85639 2.00456 -0.70 -0.73 -0.62
C 0.10245 0.45209 -0.82219 -3.25 -1.29 -6.14
F 0.86303 1.37765 -0.42006 0.72 1.23 0.02
S -0.90612 -0.00668 1.56690 -0.13 0.44 1.02
F 1.23089 -0.96955 0.50770 0.87 -1.30 0.20
```
Forces are in eV/Å.

The largest force on an atom comes out at 7.06 eV Å⁻¹. For the total energy, the calculation gives -1073.4064 Eh. As for the HOMO-LUMO gap (alpha / beta): 7.944 / 7.943 eV. The SMILES is FC(=S)[C@@H](F)S. Its energy above the lowest of the compared OMol25 structures with the same formula, charge and spin is 54.8 kcal/mol.

(5)
ORCA calculation (ωB97M-V/def2-TZVPD) on the molecule C19H17BrN2O3S.

Geometry as XYZ:
```
43
Properties=species:S:1:pos:R:3:forces:R:3
C 3.36920 -0.98802 -0.05569 -0.01 -0.11 -0.08
H -7.43891 -0.04832 -1.64740 -0.07 0.04 -0.04
Br 3.80470 -2.82828 0.15208 -0.04 0.20 -0.02
H -5.60107 -2.06912 -2.11950 -0.04 -0.07 -0.13
H -7.87003 -1.51503 -0.77633 -0.09 -0.02 -0.01
C 2.68424 1.67030 -0.35627 0.45 -0.43 0.19
H 3.10388 1.86065 1.72564 -0.01 0.06 0.09
C -0.40009 1.87672 -0.07756 0.34 0.32 0.62
C -2.08634 0.01544 2.42158 0.24 -0.32 -0.08
H 2.98778 -1.18410 -2.15456 0.01 -0.05 -0.04
C 3.00454 -0.51665 -1.30669 0.09 -0.25 0.06
C 2.65800 0.81356 -1.45455 0.11 0.26 0.24
C 3.42108 -0.14708 1.04542 0.05 -0.10 0.01
C 3.08795 1.18265 0.88698 -0.06 0.06 -0.27
H -5.82181 0.37683 1.37762 -0.10 0.09 0.08
O 2.80008 3.95334 0.24172 0.07 0.00 -0.05
C -5.88326 -0.82120 -0.40502 0.11 0.05 0.13
H -1.99189 0.34102 3.46072 0.09 -0.07 -0.22
S -0.10878 2.28140 -1.72022 -0.14 0.12 -0.54
H 0.78881 4.43652 -1.14639 0.17 -0.06 -0.01
C -7.33147 -0.57184 -0.69807 0.02 0.00 -0.01
H 3.71518 -0.53001 2.01033 0.02 -0.04 0.06
H 1.69681 3.61869 -2.43480 -0.03 -0.03 -0.02
N -0.29728 1.69927 2.02927 -0.84 -0.82 1.18
H -1.73182 -1.02299 2.34237 -0.11 0.13 0.07
H 2.38688 1.17760 -2.43342 -0.04 0.02 -0.07
H -3.55217 -3.04380 -2.78159 0.00 -0.04 -0.07
C -3.18748 -1.29688 0.11215 0.09 0.04 0.27
C 2.29064 3.09627 -0.43221 0.08 0.19 -0.25
C -2.97459 -2.73822 -1.91337 0.00 -0.01 0.03
C -3.92397 -0.48908 0.96122 -0.15 -0.11 -0.08
C 1.22944 3.48857 -1.45678 -0.42 0.06 0.18
C -5.12968 -1.62811 -1.25311 0.12 -0.02 0.01
C -3.79110 -1.86934 -1.00454 -0.17 0.03 0.00
O -1.33871 0.96798 0.24530 0.01 0.02 -0.17
H -2.14000 -1.49422 0.28305 0.09 0.02 0.03
N 0.23607 2.32288 0.96179 0.01 0.49 -1.35
H -7.78940 0.02848 0.08319 -0.09 0.04 0.02
H -2.64385 -3.63267 -1.38591 0.05 -0.07 -0.03
C -5.27261 -0.25522 0.69760 0.12 0.00 0.05
H -2.08801 -2.20499 -2.25388 0.07 -0.02 -0.06
O -3.44469 0.12198 2.09681 -0.32 0.05 -0.18
C -1.21965 0.90708 1.59779 0.33 0.35 0.44
```
Forces are in eV/Å.

The largest force on an atom comes out at 1.67 eV Å⁻¹. For the total energy, the calculation gives -4041.6293 Eh. As for the HOMO-LUMO gap: 8.818 eV. The SMILES is Cc1cc(C)cc(OCc2nnc(SCC(=O)c3ccc(Br)cc3)o2)c1.